Molecular formula: C47H77Cl2N3O6S
Method: DFT, ωB97M-V/def2-TZVPD

Computed properties:
- Molecular weight: 883.12 g mol⁻¹
- Kohn-Sham gap: 6.96 eV
- SMILES: CCCCCCCCCc1cc2nsnc2c(-c2ccncc2)c1[C@H](Cl)[C@H](C)Cl.C1CCOC1.C1CCOC1.C1CCOC1.C1CCOC1.C1CCOC1.C1CCOC1

Last columns: bonded neighbours and bond lengths (Å).
Cartesian coordinates (Å):
1 C -5.36829 3.50659 1.47334  C2 1.633, H30 1.149, H31 1.152, H32 1.162
2 C -4.80655 2.43084 2.56632  C1 1.633, C3 1.607, H33 1.154, H34 1.153
3 C -5.60909 1.03915 2.51900  C2 1.607, C4 1.639, H35 1.150, H36 1.150
4 C -4.72907 -0.22905 3.07122  C3 1.639, C5 1.609, H37 1.158, H38 1.143
5 C -4.50230 -1.20924 1.81585  C4 1.609, C6 1.610, H39 1.160, H40 1.156
6 C -4.18549 -2.74162 2.19479  C5 1.610, C7 1.612, H41 1.151, H42 1.162
7 C -2.75994 -3.23928 1.63161  C6 1.612, C8 1.608, H43 1.162, H44 1.144
8 C -2.82889 -4.13659 0.29950  C7 1.608, C9 1.613, H45 1.155, H46 1.146
9 C -2.88258 -3.31078 -1.08485  C8 1.613, C10 1.605, H47 1.152, H48 1.161
10 C -1.78021 -2.14654 -1.15831  C9 1.605, C11 1.573, C24 1.604
11 C -0.37600 -2.50292 -0.54626  C10 1.573, C12 1.566, H49 1.153
12 C 0.83192 -1.50859 -0.46838  C11 1.566, N13 1.445, C16 1.584
13 N 2.13912 -1.73087 0.10597  C12 1.445, S14 1.734
14 S 2.89152 -0.18610 -0.13010  N13 1.734, N15 1.717
15 N 1.70877 0.77284 -0.92373  S14 1.717, C16 1.449
16 C 0.54508 -0.07639 -1.08251  C12 1.584, N15 1.449, C17 1.592
17 C -0.85717 0.30268 -1.73369  C16 1.592, C18 1.597, C24 1.576
18 C -1.04049 1.77984 -2.31142  C17 1.597, C19 1.553, C23 1.556
19 C -2.18373 2.71278 -1.82567  C18 1.553, C20 1.530, H50 1.146
20 C -2.33235 4.11386 -2.42186  C19 1.530, N21 1.430, H51 1.160
21 N -1.55805 4.82961 -3.38796  C20 1.430, C22 1.444
22 C -0.48513 3.94331 -3.77337  N21 1.444, C23 1.532, H52 1.160
23 C -0.15222 2.50532 -3.36281  C18 1.556, C22 1.532, H53 1.145
24 C -2.06393 -0.70830 -1.80869  C10 1.604, C17 1.576, C25 1.604
25 C -3.46858 -0.33260 -2.48577  C24 1.604, Cl26 1.834, C27 1.631, H54 1.160
26 Cl -4.82306 0.00121 -1.29492  C25 1.834
27 C -3.91957 -1.38817 -3.64451  C25 1.631, C28 1.612, Cl29 1.870, H55 1.141
28 C -2.79216 -1.43633 -4.79545  C27 1.612, H56 1.160, H57 1.161, H58 1.146
29 Cl -5.49024 -0.67383 -4.36420  C27 1.870
30 H -5.33555 4.58864 1.85870  C1 1.149
31 H -6.44507 3.26303 1.14452  C1 1.152
32 H -4.72685 3.50198 0.50442  C1 1.162
33 H -4.94086 2.92630 3.59951  C2 1.154
34 H -3.67728 2.31392 2.36546  C2 1.153
35 H -5.91329 0.84529 1.42683  C3 1.150
36 H -6.57990 1.18342 3.11852  C3 1.150
37 H -3.70186 0.23077 3.34314  C4 1.158
38 H -5.19716 -0.72710 3.98736  C4 1.143
39 H -5.42827 -1.22699 1.11818  C5 1.160
40 H -3.65696 -0.74590 1.17873  C5 1.156
41 H -4.25529 -2.91911 3.33034  C6 1.151
42 H -4.98667 -3.42966 1.70960  C6 1.162
43 H -2.30300 -3.91728 2.45748  C7 1.162
44 H -2.07735 -2.32387 1.56550  C7 1.144
45 H -3.77483 -4.79233 0.39261  C8 1.155
46 H -1.91754 -4.83078 0.26892  C8 1.146
47 H -3.94937 -2.88930 -1.19569  C9 1.152
48 H -2.62058 -4.05147 -1.94024  C9 1.161
49 H -0.22131 -3.55873 -0.10869  C11 1.153
50 H -2.91560 2.34615 -1.02384  C19 1.146
51 H -3.23770 4.72044 -2.02531  C20 1.160
52 H 0.25090 4.41919 -4.53338  C22 1.160
53 H 0.74475 1.96415 -3.82429  C23 1.145
54 H -3.28701 0.66239 -3.05457  C25 1.160
55 H -4.21806 -2.40951 -3.23330  C27 1.141
56 H -1.87396 -1.97053 -4.32955  C28 1.160
57 H -2.42302 -0.36575 -5.05044  C28 1.161
58 H -3.14411 -1.94381 -5.76106  C28 1.146
59 C -10.86849 1.78254 3.72336  C60 1.511, C63 1.515, H64 1.092, H65 1.095
60 C -10.66005 0.56174 2.85687  C59 1.511, C61 1.516, H66 1.095, H67 1.092
61 C -9.96299 1.14961 1.64633  C60 1.516, O62 1.434, H68 1.095, H69 1.093
62 O -9.20674 2.27723 2.10878  C61 1.434, C63 1.434
63 C -9.60894 2.58030 3.45171  C59 1.515, O62 1.434, H70 1.096, H71 1.092
64 H -11.00688 1.55222 4.78131  C59 1.092
65 H -11.74560 2.33895 3.37619  C59 1.095
66 H -9.99468 -0.14443 3.36490  C60 1.095
67 H -11.58411 0.03851 2.60433  C60 1.092
68 H -10.68626 1.51149 0.90780  C61 1.095
69 H -9.29534 0.43494 1.15886  C61 1.093
70 H -8.79586 2.27787 4.12113  C63 1.096
71 H -9.76312 3.65679 3.55510  C63 1.092
72 C 1.40216 9.20789 -4.81759  C73 1.513, C76 1.514, H77 1.092, H78 1.096
73 C 0.12626 8.43002 -5.05569  C72 1.513, C74 1.513, H79 1.095, H80 1.092
74 C 0.52920 7.48706 -6.16801  C73 1.513, O75 1.431, H81 1.095, H82 1.093
75 O 1.92537 7.22060 -5.99868  C74 1.431, C76 1.436
76 C 2.45750 8.14451 -5.03629  C72 1.514, O75 1.436, H83 1.094, H84 1.093
77 H 1.46042 9.66915 -3.83001  C72 1.092
78 H 1.50191 9.99762 -5.57028  C72 1.096
79 H -0.13080 7.85708 -4.15847  C73 1.095
80 H -0.72738 9.05776 -5.31810  C73 1.092
81 H 0.39426 7.94868 -7.15225  C74 1.095
82 H -0.03105 6.54905 -6.14084  C74 1.093
83 H 2.65414 7.59015 -4.11414  C76 1.094
84 H 3.40074 8.55576 -5.40424  C76 1.093
85 C 6.36352 -4.23423 2.38590  C86 1.511, C89 1.516, H90 1.092, H91 1.095
86 C 5.23313 -3.38620 1.85202  C85 1.511, C87 1.510, H92 1.095, H93 1.092
87 C 4.44828 -4.38027 1.02895  C86 1.510, O88 1.435, H94 1.095, H95 1.092
88 O 4.62298 -5.66327 1.64791  C87 1.435, C89 1.436
89 C 5.67356 -5.56356 2.62196  C85 1.516, O88 1.436, H96 1.096, H97 1.093
90 H 6.83014 -3.83008 3.28625  C85 1.092
91 H 7.13742 -4.34531 1.61974  C85 1.095
92 H 4.61877 -3.02322 2.68312  C86 1.095
93 H 5.56677 -2.52419 1.27125  C86 1.092
94 H 4.83751 -4.44532 0.00718  C87 1.095
95 H 3.38421 -4.13731 0.98156  C87 1.092
96 H 5.21306 -5.60108 3.61575  C89 1.096
97 H 6.35259 -6.41348 2.52056  C89 1.093
98 C 4.11793 4.83337 -0.76667  C99 1.512, C102 1.503, H103 1.092, H104 1.095
99 C 5.15987 5.91515 -0.59060  C98 1.512, C100 1.517, H105 1.095, H106 1.092
100 C 4.88359 6.80634 -1.78667  C99 1.517, O101 1.437, H107 1.095, H108 1.093
101 O 3.47955 6.69360 -2.06903  C100 1.437, C102 1.432
102 C 2.94655 5.60071 -1.31237  C98 1.503, O101 1.432, H109 1.095, H110 1.092
103 H 3.87407 4.30182 0.15497  C98 1.092
104 H 4.45935 4.10201 -1.50707  C98 1.095
105 H 4.97106 6.46445 0.33784  C99 1.095
106 H 6.18526 5.54186 -0.56253  C99 1.092
107 H 5.43143 6.46485 -2.67150  C100 1.095
108 H 5.14008 7.85214 -1.60084  C100 1.093
109 H 2.33407 6.01896 -0.50625  C102 1.095
110 H 2.30827 4.98387 -1.94922  C102 1.092
111 C 11.30688 -1.81878 0.80301  C112 1.512, C115 1.516, H116 1.091, H117 1.095
112 C 11.47062 -2.85534 1.89116  C111 1.512, C113 1.516, H118 1.095, H119 1.091
113 C 10.04689 -3.02394 2.38304  C112 1.516, O114 1.434, H120 1.095, H121 1.093
114 O 9.18784 -2.77319 1.26226  C113 1.434, C115 1.434
115 C 9.96788 -2.19975 0.20386  C111 1.516, O114 1.434, H122 1.095, H123 1.092
116 H 12.11636 -1.81842 0.07086  C111 1.091
117 H 11.24677 -0.81984 1.24793  C111 1.095
118 H 11.82982 -3.79458 1.45749  C112 1.095
119 H 12.16217 -2.55800 2.68152  C112 1.091
120 H 9.80539 -2.29151 3.16078  C113 1.095
121 H 9.85492 -4.02537 2.77603  C113 1.093
122 H 10.08418 -2.96005 -0.57611  C115 1.095
123 H 9.43879 -1.34343 -0.22055  C115 1.092
124 C 2.08815 -8.67323 3.11497  C125 1.512, C128 1.516, H129 1.092, H130 1.095
125 C 2.27617 -7.45818 2.23470  C124 1.512, C126 1.515, H131 1.095, H132 1.090
126 C 0.99941 -7.46051 1.41825  C125 1.515, O127 1.435, H133 1.095, H134 1.093
127 O -0.02122 -8.03857 2.24420  C126 1.435, C128 1.434
128 C 0.59813 -8.63496 3.39168  C124 1.516, O127 1.434, H135 1.096, H136 1.093
129 H 2.69087 -8.65425 4.02492  C124 1.092
130 H 2.34123 -9.58001 2.55505  C124 1.095
131 H 2.32261 -6.55589 2.85294  C125 1.095
132 H 3.17495 -7.49585 1.61955  C125 1.090
133 H 1.10030 -8.08507 0.52404  C126 1.095
134 H 0.69718 -6.45639 1.10960  C126 1.093
135 H 0.37184 -8.00558 4.25943  C128 1.096
136 H 0.17664 -9.62832 3.56254  C128 1.093